Formula: C28H44BrMgN3P2
Source: OMol25
Level of theory: ωB97M-V/def2-TZVPD

The calculation puts the total energy at -128268.3234 eV. As for the total charge: +2.

Element x y z (Å)
C1 -0.666 7.318 -6.179
C2 -0.874 5.958 -6.446
C3 -1.151 5.562 -7.765
C4 -1.227 6.549 -8.754
N1 -1.035 7.841 -8.484
C5 -0.762 8.228 -7.237
C6 -0.800 4.994 -5.385
C7 -0.750 4.150 -4.507
C8 -0.581 3.107 -3.569
C9 0.515 3.156 -2.699
C10 0.769 2.069 -1.852
C11 -0.018 0.947 -2.054
C12 -1.231 0.938 -2.702
C13 -1.486 2.031 -3.547
Mg1 -0.215 0.419 -0.025
P1 1.943 -0.859 -0.997
H1 -1.302 4.514 -8.013
H2 -0.434 7.657 -5.172
H3 -1.450 6.268 -9.785
H4 -0.613 9.293 -7.052
H5 -2.359 2.056 -4.201
H6 1.169 4.039 -2.707
H7 -1.971 0.147 -2.619
H8 1.582 2.157 -1.110
C14 2.323 -2.498 -0.253
C15 3.206 -3.482 -1.023
H9 1.331 -2.945 -0.063
H10 2.771 -2.287 0.732
H11 3.385 -4.362 -0.394
H12 2.736 -3.849 -1.939
H13 4.190 -3.071 -1.272
C16 1.882 -1.190 -2.812
C17 2.881 -0.472 -3.709
H14 0.860 -0.890 -3.100
H15 1.930 -2.277 -2.966
H16 2.631 -0.684 -4.756
H17 2.839 0.616 -3.588
H18 3.911 -0.807 -3.542
C18 3.458 0.141 -0.698
C19 4.805 -0.573 -0.720
H19 3.296 0.597 0.295
H20 3.460 0.972 -1.420
H21 5.598 0.158 -0.527
H22 4.882 -1.337 0.058
H23 5.029 -1.032 -1.687
Br1 -1.315 -1.712 -0.461
P2 -2.533 -3.268 -4.144
C20 -0.710 -3.447 -4.042
C21 -0.286 -4.905 -4.276
H24 -0.389 -3.075 -3.057
H25 -0.275 -2.791 -4.813
H26 0.781 -4.964 -4.525
H27 -0.456 -5.519 -3.381
H28 -0.857 -5.342 -5.106
C22 -3.157 -3.215 -2.441
C23 -4.577 -3.721 -2.196
H29 -3.071 -2.164 -2.121
H30 -2.442 -3.810 -1.854
H31 -4.729 -3.812 -1.113
H32 -5.326 -3.022 -2.589
H33 -4.712 -4.709 -2.653
C24 -2.803 -1.600 -4.849
C25 -3.056 -1.678 -6.363
H34 -1.939 -0.964 -4.613
H35 -3.683 -1.183 -4.336
H36 -3.462 -0.728 -6.732
H37 -2.131 -1.883 -6.918
H38 -3.778 -2.472 -6.594
C26 0.977 2.855 4.686
N2 0.318 1.669 4.131
C27 -0.496 0.826 5.023
C28 0.331 1.452 2.850
N3 0.308 1.246 1.688
H39 0.780 2.846 5.760
H40 0.573 3.767 4.222
H41 2.056 2.811 4.484
H42 -1.560 0.871 4.739
H43 -0.166 -0.222 4.966
H44 -0.357 1.216 6.033

Forces on atoms 1 to 2 (eV/Å):
-0.05 0.03 -0.27
0.01 0.35 -0.26